# C22H21BrClN4O6STl

A molecular structure, C22H21BrClN4O6STl in a non-equilibrium geometry (ωB97M-V with the def2-TZVPD basis set, the Open Molecules 2025 dataset).

The value obtained for the LUMO energy is 3.88 eV. The value obtained for the energy relative to the best compared isomer or geometry (same formula, charge and spin) is 19.6 kcal/mol. The multiplicity is 1. Its HOMO-LUMO gap is 6.6 eV. Its HOMO energy is -2.70 eV. As for the total energy: -139494.955 eV. As for the charge: -2.

Cartesian coordinates (Å):
1 Tl -0.44705 -0.68712 2.03198
2 Br 2.06754 1.47638 4.04336
3 C 3.05791 0.27229 2.95133
4 C 4.40571 0.09693 3.18732
5 C 5.07306 -0.77708 2.33846
6 C 4.37103 -1.40788 1.33023
7 C 3.00441 -1.16137 1.19782
8 N 2.37978 -0.31481 2.00366
9 C 2.16987 -1.85143 0.06688
10 O 2.83987 -2.54750 -0.69284
11 O 0.95678 -1.59328 0.05372
12 H 4.90861 0.61457 3.98792
13 H 6.13570 -0.93789 2.47481
14 H 4.84145 -2.08795 0.63444
15 O 0.06436 -3.31774 2.55034
16 N -0.58604 -4.36645 2.25548
17 C -1.88585 -4.31627 1.98526
18 C -2.55290 -5.51818 1.72536
19 N -3.14653 -6.49476 1.57119
20 C -2.63892 -3.13463 2.06741
21 N -3.11554 -2.10155 2.27675
22 C -1.61318 5.12103 -0.83831
23 C -1.22222 3.64883 -0.76414
24 C -0.48963 3.20459 -2.01215
25 S 0.07901 1.43941 -1.89885
26 O 0.77543 1.26104 -3.19586
27 C 1.42132 1.73147 -0.62034
28 C 2.80408 1.41637 -1.16258
29 C 3.32347 2.48886 -2.11848
30 H -2.01932 5.45724 0.11434
31 H -2.36136 5.27700 -1.61423
32 H -0.74263 5.73694 -1.06853
33 H -2.11814 3.03545 -0.65345
34 H -0.59813 3.48402 0.11568
35 H 0.37926 3.82478 -2.24140
36 H -1.16004 3.20771 -2.87076
37 H 1.14297 1.02846 0.16435
38 H 1.36833 2.75111 -0.24004
39 H 2.75218 0.46289 -1.69246
40 H 3.51278 1.30249 -0.33200
41 H 2.69174 2.50919 -3.00343
42 H 4.34496 2.26080 -2.42479
43 H 3.32582 3.47393 -1.64580
44 Cl -4.39543 -5.07140 -1.45016
45 C -3.90223 -3.45584 -1.03597
46 C -2.57314 -3.09833 -1.17661
47 C -2.20192 -1.78957 -0.91632
48 C -3.15351 -0.86049 -0.51226
49 C -4.47267 -1.25482 -0.33230
50 C -4.85704 -2.55865 -0.59222
51 C -2.72867 0.59612 -0.37162
52 O -3.43809 1.43778 -0.93666
53 O -1.66786 0.82093 0.26002
54 H -1.85282 -3.83832 -1.49555
55 H -1.17210 -1.48006 -1.02767
56 H -5.20105 -0.53758 0.01929
57 H -5.88338 -2.87764 -0.46964

These are the Löwdin partial charges, in e, on atoms 1 to 6: Tl 0.922; Br 0.681; C -0.751; C -0.126; C -0.071; C -0.005



# C3H7NO2

A gas-phase ion, C3H7NO2 (charge -1) in a non-equilibrium geometry (ωB97M-V with the def2-TZVPD basis set, the Open Molecules 2025 dataset).

The value obtained for the LUMO energy (alpha / beta) is 4.29 / 4.21 eV. The value obtained for the energy relative to the best compared isomer or geometry (same formula, charge and spin) is 22.9 kcal/mol. The multiplicity is 2. Its HOMO-LUMO gap (alpha / beta) is 3.0 / 7.9 eV. Its HOMO energy (alpha / beta) is 1.30 / -3.74 eV. As for the total energy: -8808.229 eV. As for the charge: -1.

Cartesian coordinates (Å):
1 O 0.89448 -0.19983 -2.27773
2 C 0.75739 0.13579 -1.07419
3 O 1.30730 1.33243 -0.57082
4 C -0.14502 -0.52113 -0.05943
5 C 0.13930 -0.22594 1.41360
6 N -1.56411 -0.18729 -0.29160
7 H 1.89022 1.66797 -1.25531
8 H -0.12589 -1.61828 -0.18150
9 H 1.20070 -0.43301 1.61375
10 H -0.00133 0.80036 1.75417
11 H -0.41965 -0.89859 2.06256
12 H -1.89777 0.72277 -0.04395
13 H -2.03562 -0.57526 -1.08954

These are the Löwdin partial charges, in e, on atoms 1 to 6: O -0.162; C -0.608; O -0.055; C -0.437; C -0.110; N -0.011



# C4H6ClI

2 unconnected molecules or ions with the total composition C4H6ClI in a non-equilibrium geometry (ωB97M-V with the def2-TZVPD basis set, the Open Molecules 2025 dataset).

The value obtained for the LUMO energy is 0.09 eV. The value obtained for the energy relative to the best compared isomer or geometry (same formula, charge and spin) is 40.8 kcal/mol. The multiplicity is 1. Its HOMO-LUMO gap is 9.2 eV. Its HOMO energy is -9.08 eV. As for the total energy: -24865.306 eV.

Cartesian coordinates (Å):
1 C -1.32852 1.80553 -0.32380
2 C -1.35204 0.52690 -0.07777
3 C 0.52672 -0.46668 0.63442
4 C 0.63031 -1.61527 -0.28984
5 Cl 2.26404 -2.38450 -0.11470
6 I -2.94267 -0.79537 0.01553
7 H -2.21556 2.36348 -0.59216
8 H -0.41024 2.36582 -0.28231
9 H 1.20345 0.35118 0.45584
10 H 0.29525 -0.66718 1.66377
11 H 0.56112 -1.31882 -1.33508
12 H -0.09358 -2.39875 -0.07065

These are the Löwdin partial charges, in e, on atoms 1 to 6: C -0.146; C -0.724; C -0.113; C -0.669; Cl 0.510; I 0.799



# C4H6O2

A molecular structure, C4H6O2 in a non-equilibrium geometry (ωB97M-V with the def2-TZVPD basis set, the Open Molecules 2025 dataset).

The value obtained for the LUMO energy is 0.85 eV. The value obtained for the energy relative to the best compared isomer or geometry (same formula, charge and spin) is 79.3 kcal/mol. The multiplicity is 1. Its HOMO-LUMO gap is 10.1 eV. Its HOMO energy is -9.26 eV. As for the total energy: -8337.021 eV.

Cartesian coordinates (Å):
1 C -1.49061 -0.36413 -0.27150
2 C -0.22045 -0.35209 0.52486
3 O 0.86040 -1.15075 -0.03962
4 C 1.58341 -0.00602 -0.29663
5 C 0.53654 0.93803 0.08194
6 O 0.26767 2.10881 -0.03860
7 H -2.10500 0.45274 0.12001
8 H -1.25904 -0.12771 -1.31496
9 H -2.03020 -1.30899 -0.20760
10 H -0.33809 -0.64712 1.57285
11 H 2.43183 -0.11596 -0.98783
12 H 1.74287 0.61412 0.87557

These are the Löwdin partial charges, in e, on atoms 1 to 6: C -0.024; C -0.266; O -0.055; C -0.077; C -0.471; O 0.069



# C4H17NO7S

6 unconnected molecules or ions with the total composition C4H17NO7S in a non-equilibrium geometry (ωB97M-V with the def2-TZVPD basis set, the Open Molecules 2025 dataset).

The value obtained for the LUMO energy is -0.14 eV. The value obtained for the energy relative to the best compared isomer or geometry (same formula, charge and spin) is 0.0 kcal/mol. The multiplicity is 1. Its HOMO-LUMO gap is 8.8 eV. Its HOMO energy is -8.98 eV. As for the total energy: -31082.075 eV.

Cartesian coordinates (Å):
1 O 0.41763 1.79046 -3.31010
2 C 0.46136 1.30096 -2.20346
3 N 0.67974 2.14170 -1.11873
4 C 0.75660 1.75787 0.21232
5 O 0.89102 2.60818 1.06857
6 C 0.48375 0.31021 0.56668
7 C 0.93744 -0.16080 1.93186
8 S -0.05352 -1.47324 2.65885
9 H 0.25339 0.24285 -2.03832
10 H 0.74118 3.11887 -1.37132
11 H 0.87894 -0.34477 -0.20974
12 H -0.57823 0.32067 0.31563
13 H 1.03908 0.66784 2.62705
14 H 1.92935 -0.59423 1.79935
15 H -1.29017 -0.98236 2.75176
16 O -1.60253 -1.07162 -1.01632
17 H -1.15529 -1.89642 -0.75541
18 H -2.29724 -1.37138 -1.61759
19 O 2.42811 -1.68440 -2.09728
20 H 3.02591 -1.97531 -1.39715
21 H 2.89508 -0.92362 -2.46397
22 O -1.81816 1.21125 2.88503
23 H -2.37436 1.09640 2.09861
24 H -1.15318 1.87098 2.66070
25 O 0.71472 -2.96292 -0.51800
26 H 1.20508 -2.23056 -0.14545
27 H 1.09840 -3.23619 -1.35337
28 O -3.13903 0.79700 0.24413
29 H -2.63811 1.60000 0.07237
30 H -2.73695 0.07261 -0.27666

These are the Löwdin partial charges, in e, on atoms 1 to 6: O 0.048; C -0.296; N 0.146; C -0.443; O 0.083; C -0.204



# C2H2CdFO

A molecular structure, C2H2CdFO in a non-equilibrium geometry (ωB97M-V with the def2-TZVPD basis set, the Open Molecules 2025 dataset).

The value obtained for the LUMO energy is -7.67 eV. The value obtained for the energy relative to the best compared isomer or geometry (same formula, charge and spin) is 15.5 kcal/mol. The multiplicity is 1. Its HOMO-LUMO gap is 6.6 eV. Its HOMO energy is -14.29 eV. As for the total energy: -11424.117 eV. As for the charge: +1.

Cartesian coordinates (Å):
1 C -0.48241 0.01732 0.22540
2 C 0.57108 -0.76473 0.06548
3 O -0.67479 1.29775 -0.01223
4 H 0.32605 -1.82383 -0.05546
5 H -1.75722 1.30690 -0.22229
6 Cd 2.45430 -0.03695 -0.03740
7 F -1.94974 -0.37932 -0.03523

These are the Löwdin partial charges, in e, on atoms 1 to 6: C -0.433; C -0.263; O 0.012; H 0.039; H 0.244; Cd 1.463